Here is one molecule with the formula C5H10O2 from the OMol25 dataset. Energies are from ωB97M-V/def2-TZVPD.

```
17
Properties=species:S:1:pos:R:3:nbo_charge:R:1
C -2.159 -0.912 0.506 -0.678
H 0.888 2.235 -2.076 0.480
H 0.507 -1.496 1.054 0.152
H 1.601 0.676 1.383 0.218
C 0.944 1.479 -0.401 0.129
H 1.286 -1.693 -1.020 0.459
O 0.391 -1.318 -0.984 -0.717
H 0.582 2.398 0.061 0.150
O 1.411 1.546 -1.650 -0.658
H -2.455 -1.236 -0.499 0.229
C 0.302 -0.703 0.310 0.024
H -1.967 -1.856 1.043 0.213
C 1.396 0.352 0.374 -0.502
H -2.968 -0.339 0.964 0.209
H -1.166 0.977 0.699 0.192
C -0.969 -0.052 0.477 -0.110
H 2.299 -0.108 -0.030 0.210
```

Summary:
**LUMO energy (spin up / spin down)**: 0.9 / 0.5 eV
**ΔE to the lowest compared entry with this formula, charge and spin**: 481.4 kJ/mol

Here is a 3-piece molecular cluster, C5H17N2O overall from the OMol25 dataset. Energies are from ωB97M-V/def2-TZVPD.

```
25
Properties=species:S:1:pos:R:3:nbo_charge:R:1
H 0.630 -1.405 -0.161 0.411
H 2.067 -0.222 -1.385 0.266
H 0.463 1.685 -1.286 0.246
C -2.926 1.764 6.974 -0.848
N 1.064 -2.129 -0.839 -0.486
H -3.201 1.426 5.974 0.204
H -0.785 -2.774 -1.626 0.310
H -3.676 2.454 7.348 0.218
H -0.953 -1.035 -3.308 0.242
N 0.977 -0.390 -3.108 -0.328
C 1.888 0.370 -2.303 -0.250
O -0.010 -0.177 0.178 -0.858
C 0.162 -2.293 -1.915 -0.258
H -1.959 2.258 6.928 0.211
H 2.110 2.253 -1.316 0.254
H 2.826 0.425 -2.839 0.234
H -0.610 -0.284 -1.719 0.295
H 0.829 0.011 -4.040 0.420
H 0.625 -2.950 -2.668 0.246
H 1.118 2.332 -2.790 0.225
C -0.197 -0.894 -2.540 -0.258
H 1.329 -3.000 -0.374 0.408
H -2.853 0.882 7.615 0.214
H -0.266 -0.056 1.105 0.478
C 1.350 1.751 -1.906 -0.597
```

Summary:
**LUMO energy**: -8.9 eV
**Net charge**: +1
**ΔE to the lowest compared entry with this formula, charge and spin**: 703.1 kJ/mol

Here is a 2-piece molecular cluster, C42H35N2OS overall from the OMol25 dataset. Energies are from ωB97M-V/def2-TZVPD.

```
81
Properties=species:S:1:pos:R:3:mulliken_charge:R:1
H 3.786 -1.752 3.435 0.476
H 1.609 4.587 -1.894 0.394
H 2.345 6.111 -3.704 0.398
H 0.531 -3.247 -4.788 0.390
C 2.355 2.047 -1.403 1.049
H 4.876 2.992 -5.294 0.395
C 0.570 -1.021 2.484 1.459
H -1.091 -6.685 -2.712 0.387
C 4.059 1.387 1.954 -0.605
H -4.363 1.099 0.063 0.430
H 4.123 1.462 -3.484 0.437
H -5.798 -0.034 4.449 0.303
O -5.403 1.607 2.399 -0.508
H 0.074 -2.678 5.470 0.416
H 3.759 1.025 2.931 0.544
C -3.269 0.925 3.291 -0.384
C 0.234 -3.766 -3.877 -0.801
H 0.257 0.968 -3.086 0.350
H 2.902 0.061 -1.916 0.380
C -1.486 0.228 1.741 -0.488
C 5.749 2.190 0.439 -0.853
H -2.032 0.226 -0.352 0.474
S 0.035 -2.538 -0.149 -0.017
H 6.149 1.543 2.463 0.397
C -7.433 0.686 1.535 -0.290
H -7.660 -1.712 4.589 0.358
C -0.133 -0.233 1.511 -0.599
H -9.319 -1.897 2.732 0.370
H 1.468 2.542 -0.972 0.576
C -0.293 -5.062 -3.883 -0.666
C -0.058 -3.696 -1.456 0.971
C -7.586 -1.057 3.721 -0.466
C -1.967 0.522 3.053 -0.541
C 4.779 2.351 -0.558 -0.231
C -0.095 -1.699 3.555 -0.753
H -1.291 0.434 3.898 0.647
C -6.469 0.710 2.546 0.443
H 0.415 0.244 0.697 1.068
H 1.796 1.054 -3.930 0.386
H -7.351 1.400 0.717 0.429
C -3.672 0.893 0.881 -0.594
C -0.563 -4.999 -1.462 -0.674
C 3.657 4.654 -4.623 -0.531
H -3.634 1.130 4.299 0.532
C 3.093 1.541 0.959 -0.623
H -0.406 -5.586 -4.827 0.406
C 4.155 3.348 -4.555 -0.832
C 0.615 -2.245 4.618 -0.890
H -9.152 -0.343 0.770 0.361
C 5.397 1.691 1.691 -0.698
N 0.761 -1.788 -2.487 0.263
C 2.800 2.927 -2.581 -0.371
C 0.354 -3.112 -2.656 -0.076
H 2.484 -0.872 1.491 0.905
C 2.693 -1.731 3.471 -0.900
H 6.780 2.464 0.226 0.419
H 3.985 5.325 -5.418 0.395
C 1.935 0.598 -1.824 -1.149
H -0.865 -5.450 -0.520 0.419
C 1.977 -1.201 2.403 -0.229
C 2.322 4.239 -2.646 -0.398
H 2.099 -1.276 -4.011 0.410
C 3.446 1.983 -0.320 -0.101
C 2.741 5.096 -3.663 -0.730
C 1.132 -0.939 -3.620 -0.954
C 0.735 -1.315 -1.203 -0.123
H 5.081 2.777 -1.518 0.370
H 2.587 -2.586 5.455 0.426
C -6.545 -0.128 3.658 -0.350
C -0.682 -5.676 -2.683 -0.620
H -1.185 -1.773 3.544 0.760
H 2.048 1.308 1.154 0.725
C 1.245 0.496 -3.171 -0.543
C 3.723 2.481 -3.537 -0.019
C 2.017 -2.217 4.604 -0.428
C -8.520 -1.149 2.684 -0.505
C -2.378 0.446 0.658 -0.537
H 0.395 -1.043 -4.424 0.575
C -8.437 -0.282 1.588 -0.396
C -4.118 1.104 2.197 0.103
N 1.124 -0.119 -0.819 0.477
```

Summary:
**LUMO energy**: -5.1 eV
**Net charge**: +1

Here is one molecule with the formula C5H10BNO2S from the OMol25 dataset. Energies are from ωB97M-V/def2-TZVPD.

```
20
Properties=species:S:1:pos:R:3:nbo_charge:R:1
C -2.690 -0.070 -0.021 -0.140
C 1.555 1.540 -0.051 -0.400
O 3.644 -0.474 0.068 -0.912
H -0.180 -1.285 0.033 0.196
C -0.140 -0.267 -0.135 0.047
C -1.255 0.483 -0.056 -0.333
O 1.959 -2.113 -0.021 -0.906
B 2.403 -0.872 -0.003 1.202
S -3.075 -1.850 -0.032 0.014
H 2.431 -2.760 0.509 0.503
C -3.716 0.808 0.011 -0.450
H 1.809 2.096 -0.923 0.190
H -3.592 1.951 0.234 0.208
H 2.384 1.630 0.734 0.202
N 1.226 0.186 -0.105 -0.663
H -1.190 1.541 0.063 0.210
H -4.812 0.541 -0.093 0.208
H -1.833 -2.272 -0.160 0.117
H 4.349 -0.940 -0.449 0.519
H 0.721 2.128 0.396 0.189
```

Summary:
**LUMO energy**: 0.1 eV
**SMILES string**: C=C(S)/C=C/N(C)B(O)O
**ΔE to the lowest compared entry with this formula, charge and spin**: 0.0 kJ/mol

Here is C10H10IN3O as an isolated structure from the OMol25 dataset. Energies are from ωB97M-V/def2-TZVPD.

```
25
Properties=species:S:1:pos:R:3:nbo_charge:R:1
H 0.228 -3.098 1.911 0.451
C -1.038 2.724 0.041 -0.367
N 0.330 -0.515 1.446 -0.552
C 0.328 0.751 1.067 -0.099
C 1.721 0.912 -0.323 -0.391
H -3.088 3.470 -0.500 0.265
C 0.736 -2.443 -1.650 -0.124
C 0.455 -1.523 0.589 0.554
N 0.486 -2.789 0.963 -0.664
C -0.702 1.407 0.391 0.182
H -2.075 -0.343 0.640 0.211
H 0.654 -3.450 -1.411 0.211
C -2.410 2.657 -0.287 0.322
C 0.735 -1.337 -0.838 -0.284
H 0.191 -0.691 2.412 0.450
H 0.799 -2.217 -2.701 0.263
I 3.599 0.327 0.241 0.455
C -1.979 0.643 0.282 0.133
H 1.708 1.851 -0.771 0.233
H 0.718 1.416 1.853 0.306
H -0.291 3.500 0.126 0.281
C 0.885 0.063 -1.357 0.513
N -2.924 1.405 -0.029 -0.350
H 0.564 -3.357 0.179 0.419
O 0.367 0.638 -2.275 -0.417
```

Summary:
**LUMO energy (spin up / spin down)**: -11.0 / -11.0 eV
**Net charge**: +2
**ΔE to the lowest compared entry with this formula, charge and spin**: 0.0 kJ/mol

Here is C28H47Cl3HoN2O3PSi as an isolated structure from the OMol25 dataset. Energies are from ωB97M-V/def2-TZVPD.

```
86
Properties=species:S:1:pos:R:3:mulliken_spin:R:1
C 1.430 -4.492 2.150 0.000
H -2.156 -5.516 3.562 0.000
H -1.748 -1.249 -2.076 0.000
H 6.155 -1.932 1.524 0.000
C -2.290 -0.434 -1.572 -0.007
C 3.281 1.573 -1.903 0.000
N -2.803 2.183 1.360 -0.001
C -0.111 -3.396 4.683 0.000
H 1.733 -3.652 1.514 0.000
C 3.092 -1.181 1.427 0.002
O -0.547 1.732 1.221 -0.005
C -1.481 0.789 -3.673 0.000
H -1.450 3.433 0.484 0.000
H -2.492 0.609 2.743 -0.001
C -2.504 3.214 -2.721 0.000
H 0.732 -3.805 5.265 0.000
C -3.233 0.938 2.003 0.001
H -3.383 0.153 1.248 0.001
O 2.209 -0.287 1.570 -0.014
C -2.061 0.847 -2.403 0.002
H 4.927 -0.481 3.922 0.000
H 6.565 0.747 -3.841 0.000
H 1.753 3.955 -2.252 0.000
H -1.100 -0.166 -4.039 0.000
C -4.769 -0.001 -1.742 0.000
H 1.446 3.262 0.984 0.000
C 5.211 -2.281 1.957 0.000
C -1.547 2.462 1.005 0.001
C 3.269 1.490 -3.309 0.000
H -2.045 4.021 -4.668 0.000
H 3.759 0.598 3.080 0.000
H -4.192 1.144 2.491 0.000
H -3.310 -2.954 -1.444 0.000
Ho -0.067 -0.470 1.134 4.067
C 4.615 -0.072 2.955 0.000
H 2.825 3.865 0.000 0.000
H -5.010 -2.555 -1.118 0.000
H 2.341 1.644 -3.865 0.000
Si -0.201 -4.152 2.983 0.000
H 4.780 -3.063 1.325 0.000
Cl -0.116 -0.002 3.686 -0.004
C -3.761 -0.855 -1.492 0.001
C -2.522 2.069 -1.922 0.001
H 4.456 1.216 -5.087 0.000
H -6.358 -0.867 -0.530 0.000
C -6.208 -0.251 -1.428 0.000
H 2.189 -4.670 2.927 0.000
H 6.569 0.847 -1.345 0.000
O -1.788 -0.380 -0.293 -0.036
H -2.986 2.071 -0.937 0.001
H 0.620 2.729 -2.916 0.000
C -1.227 -5.702 3.006 0.000
C 5.646 1.019 -1.901 0.000
Cl 0.951 -1.852 -0.853 -0.004
C -3.975 -2.234 -0.952 0.000
H 3.012 2.437 1.086 0.000
H -4.465 3.247 2.076 0.000
C 1.012 3.183 -2.002 0.000
H -0.673 -6.502 3.518 0.000
H 1.351 -5.390 1.518 0.000
N 4.254 -1.179 2.067 0.000
P 1.751 1.877 -0.950 -0.002
H -6.690 0.717 -1.250 0.000
H -4.577 0.954 -2.238 0.000
H 5.475 0.473 2.540 0.000
Cl -1.362 -2.733 1.768 -0.001
H 4.463 1.283 -0.111 0.000
H 0.018 -2.307 4.614 0.000
C 2.336 2.973 0.411 0.000
H -3.315 4.184 1.062 0.000
H 2.937 -2.029 0.742 0.000
H 0.167 3.634 -1.470 0.000
H -1.118 1.857 -5.511 0.000
H 5.435 -2.686 2.950 0.000
H -1.480 -6.047 1.993 0.000
H -3.767 -2.255 0.128 0.000
C -1.490 1.927 -4.486 0.000
C 4.466 1.283 -1.201 0.000
H -6.746 -0.713 -2.269 0.000
H -2.889 4.149 -2.315 0.000
H -4.442 3.033 0.301 0.000
C -2.007 3.140 -4.024 0.000
C -3.821 3.223 1.190 0.000
C 5.644 0.977 -3.300 0.000
H -1.049 -3.596 5.232 0.000
C 4.456 1.226 -3.999 0.000
```

Summary:
**LUMO energy (spin up / spin down)**: 0.4 / 0.4 eV
**Spin multiplicity**: 5
**Expectation value of S²**: 6.00

Here is one molecule with the formula CH2ClOP from the OMol25 dataset. Energies are from ωB97M-V/def2-TZVPD.

```
6
Properties=species:S:1:pos:R:3:nbo_charge:R:1
H -1.022 -1.645 -1.156 -0.056
C -0.105 1.240 1.115 0.461
O 0.809 1.798 0.761 -0.481
Cl 1.184 -1.005 0.237 -0.241
H -0.267 0.303 -0.973 -0.031
P -0.600 -0.692 0.016 0.348
```

Summary:
**LUMO energy**: 0.2 eV
**SMILES string**: O=C=[PH2]Cl
**ΔE to the lowest compared entry with this formula, charge and spin**: 187.7 kJ/mol